{"formula": "C13H27Cl8N2O3Pd", "method": "ωB97M-V/def2-TZVPD", "symbols": ["Pd", "Cl", "Cl", "Cl", "Cl", "Cl", "Cl", "Cl", "Cl", "O", "O", "O", "N", "N", "C", "C", "C", "C", "C", "C", "C", "C", "C", "C", "C", "C", "C", "H", "H", "H", "H", "H", "H", "H", "H", "H", "H", "H", "H", "H", "H", "H", "H", "H", "H", "H", "H", "H", "H", "H", "H", "H", "H", "H"], "positions_angstrom": [[-1.8983, -3.1803, 1.2940], [-0.0276, -0.2098, 5.4272], [0.0304, 4.4931, -1.9846], [5.1018, 3.1791, 0.4802], [2.9088, 2.2512, -1.0991], [2.6195, 2.5319, 1.7579], [-0.4751, 3.8488, 2.2294], [4.3227, 0.4217, 0.5993], [2.8018, -0.8158, 3.9599], [-1.1803, -1.2490, 0.7246], [-0.1002, -4.2356, 1.6133], [-5.3153, -0.3920, -1.7062], [1.9893, -3.6814, 0.8970], [-3.8285, 0.3133, -3.2713], [-1.0853, 0.0004, 0.2106], [-2.5069, 0.8900, -3.4506], [-4.3067, -0.5666, -4.3268], [-4.3567, 0.2487, -2.0241], [0.0689, 0.2963, -0.7369], [3.7323, 2.0879, 0.4666], [1.1273, -4.1234, 1.7948], [1.6131, -3.3461, -0.4421], [-0.6987, 3.8706, 0.4652], [0.3217, 4.7263, -0.2333], [3.4176, -3.7187, 1.1811], [1.3087, -0.4787, 3.0742], [0.4303, 0.4502, 3.8653], [-0.4796, 0.5762, 3.2700], [0.9795, 0.2622, -0.1303], [1.4765, -0.0662, 2.0858], [-0.9131, 0.6610, 1.0989], [-1.7146, 0.1848, -3.1629], [-0.0451, 1.3183, -1.0892], [-3.4941, -1.1930, -4.7017], [-1.7058, 4.2258, 0.2621], [-2.3215, 1.7814, -2.8410], [0.2207, -0.3765, -1.5763], [-4.6715, 0.0428, -5.1580], [-3.8066, 0.8487, -1.2809], [-2.3904, 1.2295, -4.4784], [0.6175, -3.6826, -0.7202], [1.3326, 4.4283, 0.0332], [1.6622, -2.2711, -0.6245], [-0.6401, 2.8599, 0.0801], [-5.1106, -1.1927, -3.9642], [3.8690, -4.6416, 0.8074], [2.2957, -3.8349, -1.1414], [0.8242, 1.4580, 3.9591], [3.8978, -2.8614, 0.7237], [1.5689, -4.4282, 2.7422], [3.5798, -3.7232, 2.2541], [-2.0453, 0.3990, -0.1622], [0.7513, -1.4087, 3.0013], [0.2484, 5.7922, -0.0523]], "forces_ev_per_angstrom": [[0.2, 0.3, -0.1], [-0.1, 0.0, 0.2], [0.2, 0.0, 0.0], [0.2, 0.1, 0.1], [-0.1, 0.1, 0.0], [0.0, -0.3, 0.0], [0.0, 0.0, 0.1], [-0.2, 0.0, 0.3], [0.4, -0.1, -0.4], [0.1, -0.5, -0.1], [-0.2, -0.1, 0.2], [-1.1, -0.7, 0.4], [0.0, -0.4, 0.7], [0.5, 0.1, 0.3], [-0.4, 0.9, -0.3], [0.2, 0.3, 0.2], [0.1, 0.4, -0.3], [0.7, 0.3, -0.5], [0.6, -0.2, 0.9], [0.3, 0.1, -0.5], [-0.1, 0.2, -0.4], [-0.1, 0.2, -1.2], [-0.5, 0.2, -0.1], [0.3, 0.1, -0.1], [0.2, -0.4, 0.2], [-0.6, -0.2, 0.7], [-0.6, 0.6, -0.9], [-0.1, 0.0, 0.2], [0.1, 0.1, -0.3], [0.4, 0.0, -0.1], [-0.1, -0.2, 0.0], [0.0, -0.1, -0.4], [0.1, 0.0, -0.2], [0.0, 0.0, 0.1], [0.0, 0.1, 0.1], [-0.5, -0.1, 0.1], [-0.4, -0.1, -0.1], [0.0, -0.1, 0.0], [0.1, 0.3, -0.1], [0.1, -0.3, 0.0], [-0.1, -0.1, 0.4], [0.0, -0.2, -0.3], [0.1, 0.0, 0.2], [0.2, -0.1, 0.2], [-0.1, 0.0, 0.2], [-0.1, 0.1, -0.3], [0.1, 0.1, 0.1], [0.3, -0.1, 0.3], [0.1, 0.1, 0.1], [0.0, 0.0, 0.2], [0.0, 0.3, 0.1], [0.0, -0.4, 0.1], [0.2, -0.3, -0.2], [-0.3, 0.0, 0.2]], "nbo_charge": [0.959, -0.017, -0.060, 0.091, 0.042, 0.058, -0.054, 0.045, -0.035, -0.440, -0.768, -0.599, -0.367, -0.437, -0.126, -0.415, -0.423, 0.537, -0.646, -0.231, 0.565, -0.431, -0.388, -0.380, -0.412, -0.403, -0.402, 0.205, 0.215, 0.217, 0.260, 0.175, 0.237, 0.194, 0.233, 0.211, 0.230, 0.209, 0.085, 0.224, 0.231, 0.225, 0.214, 0.196, 0.244, 0.217, 0.225, 0.230, 0.221, 0.165, 0.230, 0.203, 0.204, 0.236], "e_tot_ha": -4655.82187, "charge": 1, "multiplicity": 3, "homo_lumo_gap_ev": [7.8, 5.5], "e_lumo_ha": [-0.14385, -0.22974], "max_force_ev_per_a": 1.37}